Density functional theory data (ωB97M-V with the def2-TZVPD basis set) for a cluster of 2 separate species, C14H23Cl2F3INO6S in total in a non-equilibrium geometry.

XYZ file:
```
51
Properties=species:S:1:pos:R:3:forces:R:3
C 3.355735 2.520907 1.874862 0.14 -0.43 0.06
O 2.486418 1.459657 1.551595 -0.27 -0.32 0.13
C 1.906355 1.586134 0.274276 0.08 0.45 -0.81
C 2.842395 1.118050 -0.842610 0.38 -0.43 0.40
C 3.006274 -0.391593 -1.016326 -0.35 0.61 -0.03
C 3.458948 -1.121329 0.229249 0.40 -0.35 0.10
C 4.941691 -0.888336 0.538777 -0.55 -1.28 -0.35
S 5.289436 -1.189680 2.259954 0.24 1.34 0.46
O 6.608060 -0.753387 2.567766 0.75 -0.46 -0.33
O 4.255209 -0.654446 3.075769 -0.78 -0.27 0.11
Cl 5.210678 -3.230245 2.437726 -0.03 0.16 -0.25
C 0.493306 0.986112 0.305984 0.51 -0.37 0.53
I -0.420077 1.255990 -1.620067 -0.08 0.10 0.07
N 0.455619 -0.378868 0.860605 0.08 0.38 -0.55
C 0.205672 -0.316928 2.297174 -0.35 0.32 0.18
C -0.453072 -1.293454 0.200398 0.29 -0.93 0.93
C -0.519327 -2.594832 0.996613 -1.84 -0.82 1.09
O -1.493178 -2.979416 1.603292 1.97 0.64 -1.20
Cl 0.964850 -3.602801 0.954751 -0.33 0.34 -0.02
H 2.818730 3.463987 1.912518 -0.05 0.28 0.00
H 4.184725 2.581995 1.172508 0.10 0.18 -0.23
H 3.781950 2.281867 2.838129 0.00 0.03 0.32
H 1.733342 2.651078 0.089705 -0.04 0.22 -0.05
H 3.834072 1.513571 -0.635232 0.12 0.34 0.16
H 2.549116 1.588146 -1.770195 -0.17 -0.01 -0.32
H 2.065253 -0.795899 -1.371162 -0.22 -0.28 0.02
H 3.720582 -0.557819 -1.819223 0.16 -0.09 -0.19
H 2.876582 -0.891959 1.107781 -0.31 0.30 -0.02
H 3.327337 -2.182062 0.053996 -0.01 -0.29 0.03
H 5.326913 0.079967 0.249363 0.09 0.38 0.46
H 5.506698 -1.646145 0.006771 0.44 0.04 -0.10
H -0.064270 1.631254 0.978280 -0.40 0.19 -0.10
H 0.705900 -1.115452 2.829100 0.01 -0.39 0.01
H 0.591779 0.597855 2.716355 0.33 0.22 -0.06
H -0.866058 -0.316300 2.512941 -0.19 -0.21 0.09
H -0.095201 -1.586885 -0.776729 0.02 0.24 -0.41
H -1.487199 -0.954964 0.170205 -0.21 0.18 -0.14
C -6.110062 0.504458 0.004758 0.10 0.23 -0.17
C -6.397961 -0.561490 -1.030057 -0.05 -0.17 0.55
O -6.541806 0.011691 -2.344207 -0.13 -0.03 -0.14
C -5.416231 0.279318 -2.984573 -0.19 -0.18 0.32
O -4.309033 0.095382 -2.580085 0.33 0.05 -0.11
C -5.735244 0.837333 -4.380234 -0.02 0.20 -0.24
F -6.695461 1.762955 -4.327241 -0.08 0.06 0.06
F -6.152688 -0.145240 -5.185341 -0.04 -0.15 0.00
F -4.659158 1.389681 -4.925136 0.16 0.01 0.01
H -6.878240 1.277666 -0.020799 -0.07 -0.07 0.05
H -6.083582 0.065579 1.001298 -0.02 -0.04 -0.01
H -5.152156 0.987946 -0.185255 0.05 -0.08 0.02
H -7.346689 -1.048613 -0.817511 -0.08 0.07 -0.19
H -5.626932 -1.330435 -1.040515 0.10 0.09 -0.14
```
Positions in Å, forces in eV/Å.

Output
molar mass: 588.21 g mol⁻¹
SMILES: CO[C@@H](CCCCS(=O)(=O)Cl)[C@@H](I)N(C)CC(=O)Cl.CCOC(=O)C(F)(F)F
orbital gap: 9.50 eV

Density functional theory data (ωB97M-V with the def2-TZVPD basis set) for a structure of composition C15H10Cl2N4OSTc in a non-equilibrium geometry.

XYZ file:
```
34
Properties=species:S:1:pos:R:3:forces:R:3
Tc -0.167441 -0.132141 0.047141 -0.05 -0.57 0.76
Cl 0.850262 -0.744920 4.873938 0.01 -0.11 0.10
C 1.304681 0.544065 3.855821 -0.24 -0.02 -0.72
C 2.129952 1.576550 4.334880 0.22 0.29 0.17
C 2.503605 2.638186 3.550494 -0.15 -0.28 0.05
Cl 3.550586 3.844297 4.177502 0.05 0.12 0.06
C 2.025622 2.746475 2.219085 -0.14 -0.13 -0.04
C 2.253636 3.821251 1.339757 -0.05 -0.01 -0.17
C 1.697857 3.793673 0.081513 0.08 0.17 0.13
C 0.943664 2.690518 -0.321954 -0.13 -0.13 0.09
N 0.717133 1.652905 0.475104 0.52 0.53 -0.45
C 1.221602 1.689171 1.749333 -0.07 -0.21 0.21
C 0.860485 0.576112 2.543221 0.49 0.56 0.34
O 0.103125 -0.355174 1.965276 -0.45 -0.49 -0.71
H 2.466496 1.532724 5.362644 0.02 -0.03 -0.02
H 2.846072 4.666770 1.664208 0.00 -0.01 0.00
H 1.828973 4.619667 -0.602857 -0.01 -0.01 0.00
H 0.499774 2.651918 -1.309855 0.06 -0.03 -0.02
N 6.446374 1.206508 0.697146 0.00 -0.03 -0.01
C 5.269506 0.696097 0.373274 -0.23 -0.04 -0.02
C 4.647838 0.979716 -0.874981 0.09 0.01 0.09
C 3.455866 0.413878 -1.186323 0.01 0.13 -0.17
N 2.837174 -0.427950 -0.322446 0.50 -0.36 -0.17
C 3.376748 -0.706841 0.891712 -0.02 -0.04 0.14
C 4.558064 -0.153881 1.262813 0.12 0.02 0.06
H 6.975839 1.762256 0.044712 0.00 0.05 0.01
H 6.887824 0.986257 1.576032 0.01 0.01 0.00
H 5.120015 1.641728 -1.587689 -0.03 -0.01 -0.02
H 2.953347 0.606179 -2.123912 -0.04 -0.08 0.02
H 2.822625 -1.386366 1.525837 -0.07 0.05 -0.02
H 4.960670 -0.382148 2.240552 -0.02 -0.05 -0.01
S 1.379116 -3.562219 -1.752762 0.06 0.70 0.34
C 1.534196 -2.166094 -1.152681 0.18 -0.98 -0.49
N 1.599780 -0.999084 -0.678618 -0.74 0.99 0.46
```
Positions in Å, forces in eV/Å.

Output
⟨S²⟩: 0.758
total charge: +2
molar mass: 463.25 g mol⁻¹
spin multiplicity: 2
orbital gap (alpha / beta): 5.68 / 5.80 eV